No. 1
Density functional theory data (ωB97M-V/def2-TZVPD) for a structure of composition C24H15AsClF3N2O7RuS2.

```
56
Properties=species:S:1:pos:R:3:mulliken_charge:R:1
Ru -1.779 0.376 0.454 1.4362
Cl 5.468 1.312 1.076 -0.2678
C 3.740 1.107 1.332 0.2671
C 3.012 2.125 1.964 -0.6456
C 1.670 1.973 2.186 -0.5231
C 0.948 0.809 1.770 0.5097
O -0.294 0.703 2.039 -0.9907
C 1.727 -0.189 1.087 0.5701
C 1.122 -1.409 0.638 -0.3484
N -0.148 -1.520 0.540 0.6839
C -0.809 -2.709 0.329 -0.2128
C -0.342 -3.862 -0.254 -0.3657
C -1.140 -5.023 -0.264 -0.9307
C -2.374 -5.041 0.324 -0.8158
C -2.896 -3.859 0.906 0.9162
C -4.148 -3.794 1.559 -0.6471
C -4.554 -2.612 2.097 -0.8749
C -3.764 -1.459 1.913 -0.2039
N -2.615 -1.468 1.282 0.2564
C -2.138 -2.678 0.845 0.3605
C 3.109 -0.026 0.904 -0.6291
H 3.518 3.037 2.258 0.3767
H 1.086 2.761 2.643 0.3270
H 1.789 -2.254 0.432 0.1014
H 0.641 -3.871 -0.707 0.4683
H -0.755 -5.921 -0.733 0.3573
H -2.972 -5.945 0.343 0.3526
H -4.761 -4.686 1.628 0.3874
H -5.497 -2.519 2.618 0.3629
H -4.124 -0.497 2.250 0.2748
H 3.663 -0.796 0.379 0.2426
O -1.040 2.642 -2.778 -0.6717
As -0.414 3.215 -1.246 0.9929
O -0.631 4.836 -1.156 -0.8970
O -1.015 2.352 0.061 -0.7162
C 1.528 2.934 -1.360 -0.7092
C 2.289 4.032 -0.974 -0.5308
C 3.676 3.958 -0.938 -0.5421
C 4.319 2.783 -1.298 -0.5749
C 3.571 1.687 -1.708 -0.5099
C 2.188 1.766 -1.743 0.7422
S 1.231 0.355 -2.282 1.3485
O 2.108 -0.803 -2.205 -0.8113
O 0.782 0.681 -3.632 -0.8403
O 0.145 0.360 -1.309 -0.2759
H -0.621 1.802 -3.036 0.5501
H 1.762 4.937 -0.696 0.5315
H 4.254 4.817 -0.615 0.3680
H 5.399 2.711 -1.248 0.4651
H 4.042 0.753 -1.983 0.4545
S -4.378 2.164 1.417 -0.3955
C -3.138 1.300 0.958 0.0372
F -2.219 -1.117 -1.937 -0.2550
C -2.876 -0.180 -1.181 0.0420
F -4.085 -0.829 -0.888 -0.3316
F -3.256 0.778 -2.058 -0.2665
```

Calculated values
- LUMO energy: 4.10 eV
- Total charge: -2
- Energy relative to the best compared isomer or geometry (same formula, charge and spin): 0.0 kJ/mol
- Frontier orbital gap: 0.231 hartree

No. 2
Density functional theory data (ωB97M-V/def2-TZVPD) for a structure of composition C24H15Br2N3NdO2S3 at a distorted geometry.

```
50
Properties=species:S:1:pos:R:3:mulliken_charge:R:1
Nd -0.095 0.879 1.225 1.3158
Br -2.164 4.853 -4.306 -0.0694
C -1.635 3.880 -2.807 0.0040
C -0.228 3.668 -2.556 -0.6769
C 0.132 2.908 -1.454 -0.2404
N -0.801 2.338 -0.641 0.0287
C -2.133 2.462 -0.925 0.5187
C -2.563 3.160 -2.061 -0.5596
C -3.023 1.879 0.029 0.6654
C -4.367 2.286 0.188 -0.6437
C -5.049 1.829 1.281 -0.1378
Br -6.525 2.763 1.901 -0.0788
C -4.565 0.694 2.025 -0.5158
C -3.279 0.306 1.813 -0.2049
N -2.509 0.999 0.923 -0.1863
H 0.477 4.109 -3.227 0.4863
H 1.135 2.575 -1.234 0.4532
H -3.663 3.191 -2.302 0.3801
H -4.781 3.058 -0.416 0.4615
H -5.176 0.267 2.855 0.3980
H -2.836 -0.583 2.291 0.4573
O 0.515 2.714 5.455 -0.5057
C 0.257 2.182 4.430 0.6159
N 0.026 1.732 3.325 -0.7435
O 0.129 -1.281 0.975 -0.8020
C 1.264 -1.677 0.205 2.1511
C 1.097 -1.161 -1.243 0.1115
C 2.034 -1.181 -2.297 -0.2916
C 1.517 -0.797 -3.569 -0.7056
C 0.181 -0.534 -3.552 -0.5800
S -0.440 -0.756 -2.019 -0.0433
C 2.531 -1.065 0.821 0.0033
C 3.490 -1.720 1.534 -0.4981
C 4.503 -0.839 2.008 -0.6006
C 4.325 0.434 1.659 -0.7289
S 2.850 0.662 0.816 0.0536
C 1.403 -3.197 0.257 -0.6528
C 0.514 -4.108 0.852 -0.6923
C 1.024 -5.451 0.718 -0.4779
C 2.170 -5.495 -0.028 -0.3945
S 2.747 -3.990 -0.519 0.0566
H 3.074 -1.566 -2.145 0.3922
H 2.196 -0.735 -4.431 0.4192
H -0.448 -0.381 -4.405 0.5346
H 3.430 -2.779 1.795 0.5290
H 5.323 -1.254 2.650 0.3803
H 5.001 1.285 1.799 0.4429
H -0.285 -3.819 1.548 0.3813
H 0.572 -6.368 1.190 0.3357
H 2.646 -6.375 -0.433 0.4541
```

Calculated values
- Multiplicity: 4
- LUMO energy (spin up / spin down): -4.46 / -4.46 eV
- Total charge: +1
- Frontier orbital gap (spin up / spin down): 0.232 / 0.232 hartree
- <S²>: 3.753

No. 3
Density functional theory data (ωB97M-V/def2-TZVPD) for the molecule C24H15FO4 at a distorted geometry.

```
44
Properties=species:S:1:pos:R:3:mulliken_charge:R:1
O -2.227 -4.060 0.463 -0.5810
O 2.249 2.788 1.215 -0.5322
F 3.707 -0.204 -0.984 -0.2707
O -4.132 -2.204 -0.966 -0.4809
O 1.936 0.540 1.102 -0.1645
C -1.875 -3.064 -0.137 -0.2738
C 2.644 1.667 1.031 0.4938
C -2.727 -2.126 -0.836 0.7052
C -2.288 -1.040 -1.524 0.0209
C -0.379 -2.828 -0.121 -0.6038
C 0.361 -1.846 0.551 -0.3601
C 6.861 1.409 0.096 -0.5653
C -5.814 0.050 -3.445 -0.4036
C -0.960 1.103 3.485 -0.7736
C 6.416 2.215 1.146 -0.5637
C -4.735 0.810 -3.669 -0.2587
C -1.660 -0.067 3.150 -0.4130
C 5.928 0.552 -0.525 -0.4246
C -5.737 -0.954 -2.527 -0.7224
C 0.211 1.370 2.749 -0.3536
C 5.005 2.312 1.376 -0.4261
C -3.456 0.527 -3.150 -0.6245
C -1.176 -1.049 2.286 -0.7432
C 4.552 0.596 -0.273 0.2304
C -4.471 -1.233 -1.847 -0.0211
C 0.805 0.399 1.839 0.0903
C 4.080 1.568 0.667 0.4683
C -3.328 -0.575 -2.262 0.4692
C -0.052 -0.759 1.514 1.2655
H -1.420 -0.496 -1.275 0.4976
H 0.093 -3.576 -0.717 0.4308
H 1.451 -1.974 0.369 0.2932
H 7.908 1.399 -0.109 0.4002
H -6.646 0.287 -4.137 0.3243
H -1.478 1.690 4.255 0.3530
H 7.104 2.829 1.656 0.4168
H -4.854 1.618 -4.413 0.3045
H -2.605 -0.271 3.662 0.3475
H 6.252 -0.138 -1.255 0.4593
H -6.550 -1.636 -2.334 0.4201
H 0.555 2.336 3.041 0.3896
H 4.633 2.934 2.190 0.3713
H -2.548 1.141 -3.537 0.2721
H -1.635 -2.040 2.198 0.5365
```

Calculated values
- SMILES: O=C(/C=C\c1ccccc1OC(=O)c1ccccc1F)c1cc2ccccc2o1
- LUMO energy: -0.36 eV
- Frontier orbital gap: 0.303 hartree

No. 4
Density functional theory data (ωB97M-V/def2-TZVPD) for a structure of composition C24H15N2O3PRuS2.

```
48
Properties=species:S:1:pos:R:3:mulliken_charge:R:1
Ru 0.144 1.264 -1.818 -0.2920
O -2.334 0.156 -2.879 -0.6262
C -1.729 0.509 -1.893 0.1610
C -2.467 0.389 -0.554 0.5867
C -3.860 0.407 -0.500 -0.7118
C -4.507 0.266 0.714 -0.5074
C -3.771 0.085 1.884 -0.6549
C -2.388 0.050 1.832 -0.1819
C -1.738 0.214 0.613 -0.0211
P 0.065 0.202 0.350 1.4056
C 0.636 0.976 1.895 0.4226
C 0.648 2.367 1.951 -0.4360
C 0.996 3.017 3.124 -0.7465
C 1.338 2.282 4.252 -0.4273
C 1.332 0.897 4.200 -0.7005
C 0.981 0.244 3.025 -0.4205
C 0.545 -1.547 0.458 0.3206
C -0.402 -2.570 0.435 -0.4667
C 0.005 -3.896 0.449 -0.6870
C 1.355 -4.210 0.479 -0.4769
C 2.302 -3.195 0.489 -0.7695
C 1.906 -1.867 0.470 -0.0972
H -4.405 0.524 -1.427 0.4975
H -5.590 0.290 0.759 0.3825
H -4.281 -0.026 2.834 0.4072
H -1.812 -0.089 2.740 0.4409
H 0.406 2.942 1.065 0.4038
H 1.010 4.100 3.155 0.3900
H 1.616 2.790 5.168 0.3746
H 1.604 0.318 5.074 0.4071
H 0.986 -0.839 2.989 0.3750
H -1.457 -2.335 0.404 0.3691
H -0.738 -4.684 0.427 0.3841
H 1.671 -5.246 0.483 0.3566
H 3.357 -3.437 0.493 0.4109
H 2.638 -1.069 0.443 0.5173
S -0.015 2.280 -3.849 -0.3455
C 0.359 1.036 -4.967 0.6566
C 0.229 1.326 -6.362 -0.0752
N 0.123 1.559 -7.484 -0.5007
C 0.788 -0.180 -4.532 0.4367
S 0.957 -0.492 -2.842 -0.1442
C 1.122 -1.245 -5.423 -0.1049
N 1.406 -2.117 -6.119 -0.5385
O 1.792 2.485 -1.247 -0.5867
C 2.755 2.121 -0.486 -0.0998
O 2.945 1.013 0.010 -0.4633
H 3.479 2.932 -0.282 0.3755
```

Calculated values
- Multiplicity: 2
- LUMO energy (spin up / spin down): 2.15 / 1.90 eV
- Total charge: -1
- Energy relative to the best compared isomer or geometry (same formula, charge and spin): 53.1 kJ/mol
- Frontier orbital gap (spin up / spin down): 0.240 / 0.259 hartree
- <S²>: 0.763